[1]
The following is a quantum chemistry calculation of a structure of composition C16H18N6O2S3, from OMol25.

Geometry (Å):
C (-2.0144, 2.9922, 4.5305)
C (-1.2307, 2.7800, 3.4427)
C (0.1688, 2.7397, 3.5173)
S (0.7634, 2.4368, 1.7840)
C (-1.0800, 2.2677, 1.1378)
N (-1.7291, 2.4836, 2.0107)
N (-0.9860, 2.1600, -0.3024)
C (-2.3463, 1.7874, -0.7212)
O (-3.3821, 1.7472, -0.1973)
C (-2.1792, 1.8736, -2.2578)
H (-2.9401, 1.9748, -2.6322)
H (-1.3313, 2.3262, -2.6176)
S (-1.9742, 0.2018, -2.9934)
C (-0.0117, 0.0240, -2.4932)
N (0.5320, 0.7789, -1.8320)
N (1.9656, 0.4077, -1.8359)
C (1.8319, -0.6309, -2.4931)
N (0.7192, -0.9503, -3.0537)
C (0.2274, -2.1637, -3.6109)
H (1.2068, -2.4785, -4.3560)
H (-0.5995, -1.8766, -4.4664)
H (0.0593, -2.9144, -3.1672)
C (3.1729, -1.7168, -2.3543)
H (3.4325, -2.0407, -3.4531)
H (3.8522, -1.3638, -1.9385)
C (2.7720, -2.8232, -1.3441)
N (2.0681, -2.2862, -0.3088)
C (0.8899, -2.4419, 0.0501)
O (0.1781, -2.8624, -0.9897)
C (0.3092, -1.5748, 1.0743)
C (-0.9954, -1.3906, 1.3403)
C (-1.3646, -0.7644, 2.4699)
C (-0.1141, -0.5565, 3.2913)
S (1.1559, -1.1695, 2.3712)
H (-0.0641, -0.1213, 4.1571)
H (-2.0975, -0.3726, 2.9406)
H (-1.9040, -1.5984, 0.5641)
H (2.9400, -1.6192, 0.3581)
H (2.1336, -3.5849, -1.8529)
H (3.9112, -3.4322, -1.2170)
H (-0.1762, 2.0185, -0.7163)
H (1.1113, 2.9392, 4.0537)
H (-2.6235, 2.0003, 4.5856)
H (-2.8001, 3.7853, 4.1677)
H (-1.4569, 3.0086, 5.3582)

As for the charge: 0. The orbital gap is 8.0 eV. The calculation puts the LUMO energy at 0.07 eV. Its total energy is -2293.4488 a.u.



[2]
The following is a quantum chemistry calculation of a cluster of 18 separate species, C10H49F4IO23P2 in total, from OMol25.

Geometry (Å):
O (1.1487, -3.7957, 1.2768)
C (0.7478, -2.7749, 1.7592)
O (1.5672, -1.9638, 2.4467)
C (-0.7013, -2.3882, 1.6860)
C (-1.0596, -0.9091, 1.9230)
P (-1.7490, 0.0981, 0.5405)
C (-2.8749, -0.5973, -0.7898)
C (-3.2770, -2.0224, -0.5637)
O (-3.6692, -2.4850, 0.4420)
I (-3.0852, -3.2950, -2.2862)
C (-1.4020, 1.9292, 0.5845)
C (-0.1841, 2.3675, 1.4762)
C (0.1665, 3.8239, 1.3786)
O (1.0260, 2.5543, 0.8481)
P (-3.7030, 0.3841, 1.8259)
O (-4.4148, 1.5829, 0.9171)
O (-3.1543, 1.3478, 3.0715)
C (-0.2362, -0.3035, -0.6374)
F (0.9585, -0.2554, 0.0405)
F (-0.3579, -1.6214, -1.0609)
C (-0.1480, 0.5934, -1.9150)
F (-0.0157, -0.2020, -3.0275)
F (0.9315, 1.4069, -1.8554)
H (2.3477, -1.7853, 1.8725)
H (-1.0682, -2.8409, 0.7695)
H (-1.2002, -2.9377, 2.4905)
H (-1.7543, -0.8687, 2.7629)
H (-0.1494, -0.3988, 2.2549)
H (-3.7889, -0.0025, -0.8531)
H (-2.4091, -0.5471, -1.7715)
H (-1.2520, 2.3958, -0.3879)
H (-2.2538, 2.4283, 1.0515)
H (-0.1382, 1.9349, 2.4962)
H (0.9712, 4.1468, 2.0328)
H (0.1642, 4.3031, 0.4087)
H (-5.3685, 1.4402, 0.9190)
H (-2.1928, 1.3728, 3.1525)
H (-1.0523, 1.1819, -2.0669)
O (0.3040, -6.4705, 1.3275)
H (0.3193, -5.5100, 1.4392)
H (-0.4504, -6.6220, 0.7468)
O (2.6983, 4.7070, 3.6724)
H (2.9089, 5.4305, 3.0719)
H (3.5505, 4.4214, 4.0167)
O (1.0621, -4.3157, -1.7669)
H (1.2512, -4.7355, -0.9193)
H (0.5477, -3.5377, -1.5280)
O (-3.0089, 1.5646, -3.0358)
H (-3.8352, 1.9724, -2.7554)
H (-2.9812, 1.6957, -3.9910)
O (-0.4678, -0.2137, -6.0518)
H (-0.4721, -1.0657, -6.5088)
H (-0.0116, -0.3920, -5.2238)
O (3.4408, -2.2709, 0.5144)
H (3.4364, -3.2137, 0.7272)
H (3.7796, -2.2210, -0.3908)
O (0.7956, 6.2560, -0.5399)
H (1.6471, 5.8927, -0.8298)
H (0.5425, 6.9288, -1.1767)
O (1.0617, 6.1121, 5.8752)
H (0.1186, 6.0801, 6.0719)
H (1.2080, 5.4141, 5.2246)
O (3.0545, 4.6985, -0.9605)
H (3.9946, 4.8692, -1.0696)
H (2.9761, 3.7432, -1.0724)
O (-2.5608, -5.2575, 1.0291)
H (-2.4328, -5.6054, 1.9169)
H (-2.9958, -4.4088, 1.1847)
O (0.2694, -2.6013, -7.9307)
H (0.4706, -3.5394, -7.9855)
H (0.8127, -2.1846, -8.6169)
O (2.2586, -1.3389, -9.6036)
H (2.4745, -0.6300, -10.2163)
H (3.1005, -1.7484, -9.3810)
O (3.8642, 2.1759, 0.3609)
H (2.9476, 2.3006, 0.6455)
H (3.8650, 1.3302, -0.0970)
O (3.2746, -1.5736, -2.3077)
H (2.3192, -1.5352, -2.1803)
H (3.3963, -2.3088, -2.9188)
O (-1.6841, 7.2313, 7.3117)
H (-0.8136, 7.6397, 7.3795)
H (-2.1522, 7.5420, 8.0924)
O (-3.2992, -3.4617, 3.1688)
H (-4.0434, -2.8928, 2.9317)
H (-3.4075, -3.6305, 4.1108)
O (3.4423, -5.9647, 1.4329)
H (2.5231, -5.7048, 1.2973)
H (3.4709, -6.2173, 2.3603)

As for the charge: 0. The orbital gap is 7.9 eV. The calculation puts the LUMO energy at -0.02 eV. Its total energy is -3520.7632 a.u.



[3]
The following is a quantum chemistry calculation of a structure of composition C17H29BrEuNO2P2, from OMol25.

Geometry (Å):
C (-0.8532, 3.8146, -1.3503)
C (-1.0060, 2.4737, -0.8824)
N (-0.0639, 1.9627, 0.0138)
C (0.8586, 2.7933, 0.5403)
C (1.0059, 4.1166, 0.1200)
C (0.1400, 4.6261, -0.8474)
C (-2.0865, 1.6762, -1.3161)
P (-2.5758, 0.1244, -0.6071)
Eu (-0.5617, -0.1039, 1.4884)
P (2.2989, 0.5064, 1.4579)
C (1.7593, 2.2731, 1.6614)
C (0.3608, -2.9712, 0.6092)
C (-0.7996, -3.3742, 1.2668)
C (-0.9494, -4.7317, 1.5967)
C (0.0606, -5.6505, 1.2795)
C (1.2006, -5.2322, 0.5685)
C (1.3480, -3.8812, 0.2336)
O (-0.9075, 1.4813, -5.3421)
O (0.6688, -1.0688, -1.6126)
H (-1.5738, 4.1834, -2.0824)
H (1.7923, 4.7182, 0.5682)
H (0.2419, 5.6565, -1.1824)
C (-4.1043, 0.5700, 0.3349)
C (-3.2836, -0.7059, -2.0671)
H (2.6784, 2.8790, 1.7137)
H (1.2413, 2.3516, 2.6409)
H (-1.2523, 1.4619, -6.2414)
H (-2.6996, 2.1312, -2.1027)
C (2.9293, 0.2242, 3.1485)
C (3.8625, 0.7891, 0.5734)
H (-1.6029, -2.6465, 1.4851)
H (-1.8682, -5.0669, 2.0868)
H (-0.0480, -6.6968, 1.5712)
H (1.9532, -5.9626, 0.2605)
H (2.2175, -3.5403, -0.3406)
H (0.1859, -1.0822, -0.4686)
H (0.0684, -0.5711, -2.2082)
H (1.5333, -0.6558, -1.5366)
H (0.0577, 1.5709, -5.4380)
H (0.5372, -1.8529, 0.3782)
H (-4.8713, 0.9294, -0.3664)
H (-4.4868, -0.3171, 0.8628)
H (-3.8860, 1.3499, 1.0803)
H (-4.2047, -0.1905, -2.3635)
H (-2.5736, -0.6853, -2.9042)
H (-3.5215, -1.7474, -1.8165)
H (4.5791, 1.3040, 1.2281)
H (4.2855, -0.1794, 0.2747)
H (3.6951, 1.3967, -0.3247)
H (3.8255, 0.8312, 3.3292)
H (2.1529, 0.4604, 3.8885)
H (3.1845, -0.8400, 3.2352)
Br (-0.9428, 1.0984, 3.9048)

As for the charge: 0. The orbital gap (alpha / beta) is 5.8 / 5.0 eV. The calculation puts the LUMO energy (alpha / beta) at 0.24 / -0.14 eV. Its spin multiplicity is 7. As for the expectation value of S²: 12.06. For the energy relative to the best compared isomer or geometry (same formula, charge and spin), the calculation gives 54.2 kcal per mole. Its total energy is -4837.2484 a.u.



[4]
The following is a quantum chemistry calculation of a structure of composition C21H21F6KN6O2PS2Se, from OMol25.

Geometry (Å):
K (0.4438, -0.4728, -2.9111)
C (0.4440, 2.8454, -1.3597)
C (-0.9833, 2.3902, -1.4983)
N (-1.4718, 1.7932, -0.4928)
N (-2.5452, 1.4273, 0.0760)
C (-2.7461, 0.0935, 0.1638)
S (-1.9345, -1.0920, -0.6501)
S (-4.1250, -0.2221, 1.2520)
C (-3.6065, -1.7810, 2.0351)
C (-2.6329, -1.5538, 3.1580)
C (-3.0989, -1.3338, 4.4528)
C (-2.2195, -1.0844, 5.4952)
C (-0.8534, -1.0392, 5.2542)
C (-0.3786, -1.2536, 3.9687)
C (-1.2582, -1.5194, 2.9297)
C (-1.7653, 2.6818, -2.7150)
C (-3.0217, 3.2674, -2.6181)
C (-3.7227, 3.6487, -3.7494)
C (-3.1403, 3.4164, -5.0000)
C (-1.9131, 2.8062, -5.1272)
C (-1.1706, 2.3641, -3.9880)
O (-0.0768, 1.7204, -4.0796)
H (0.8732, 2.4576, -0.4384)
H (0.4411, 3.9387, -1.3295)
H (1.0280, 2.5487, -2.2275)
H (-3.2090, -2.4392, 1.2640)
H (-4.5257, -2.2346, 2.4093)
H (-4.1678, -1.3486, 4.6388)
H (-2.6024, -0.9169, 6.4952)
H (-0.1627, -0.8275, 6.0615)
H (0.6831, -1.2007, 3.7597)
H (-0.8736, -1.6758, 1.9304)
H (-3.4453, 3.4276, -1.6310)
H (-4.6989, 4.1097, -3.6680)
H (-3.6791, 3.7100, -5.8964)
H (-1.4860, 2.6014, -6.1020)
F (2.8318, -0.4114, -1.9263)
P (4.0629, -1.4264, -2.3151)
F (4.6295, -1.2747, -0.7939)
F (4.9554, -0.1682, -2.7693)
F (3.4493, -1.5653, -3.7952)
F (3.1437, -2.6763, -1.8098)
F (5.2594, -2.4388, -2.6733)
Se (-2.4349, -5.3043, -4.1284)
C (-1.5837, -3.7522, -3.6753)
N (-1.0421, -2.7642, -3.3871)
C (4.2820, -1.5767, 2.1781)
N (3.2168, -0.6128, 2.0647)
C (3.2757, 0.7218, 2.6033)
C (1.9705, 1.3320, 2.0504)
O (1.6192, 2.4714, 2.2759)
N (1.3294, 0.3854, 1.3006)
C (2.0914, -0.6953, 1.3132)
N (1.7560, -1.8379, 0.6918)
H (5.2283, -1.0440, 2.2754)
H (4.3646, -2.1788, 1.2762)
H (4.1559, -2.2243, 3.0511)
H (4.1488, 1.2733, 2.2465)
H (3.2658, 0.7406, 3.6969)
H (1.1193, -1.7507, -0.0836)
H (2.5069, -2.4752, 0.4708)

As for the charge: -2. The orbital gap (alpha / beta) is 6.3 / 5.4 eV. The calculation puts the LUMO energy (alpha / beta) at 3.97 / 3.10 eV. Its spin multiplicity is 2. As for the expectation value of S²: 0.77. For the energy relative to the best compared isomer or geometry (same formula, charge and spin), the calculation gives 5.3 kcal per mole. Its total energy is -6030.5408 a.u.



[5]
The following is a quantum chemistry calculation of a structure of composition C3H2AuO2, from OMol25.

Geometry (Å):
O (-1.1923, -0.4995, -0.2296)
C (-0.6010, 0.3058, 0.6042)
C (0.7921, -0.8461, -1.0743)
O (-0.9996, 1.1799, 1.3363)
C (0.3504, -0.6798, 0.1857)
Au (-0.5825, 2.5109, 2.1888)
H (1.5422, -0.1496, -1.4553)
H (0.6907, -1.8216, -1.5558)

As for the charge: +3. The orbital gap (alpha / beta) is 9.4 / 8.4 eV. The calculation puts the LUMO energy (alpha / beta) at -17.90 / -20.31 eV. Its spin multiplicity is 3. As for the expectation value of S²: 2.01. For the energy relative to the best compared isomer or geometry (same formula, charge and spin), the calculation gives 68.7 kcal per mole. Its total energy is -399.8053 a.u.



[6]
The following is a quantum chemistry calculation of a structure of composition C3H2N2, from OMol25.

Geometry (Å):
C (-1.4951, -0.4400, -0.7015)
C (-1.5422, 0.8941, -2.0854)
C (-0.3003, 0.1962, -0.1685)
N (-0.5864, 1.7002, -1.9772)
N (0.1174, 1.1865, -1.0345)
H (-0.3239, 0.5685, 0.8186)
H (0.5086, -0.4467, -0.0852)

As for the charge: 0. The orbital gap (alpha / beta) is 7.7 / 7.2 eV. The calculation puts the LUMO energy (alpha / beta) at -1.69 / -1.93 eV. For the energy relative to the best compared isomer or geometry (same formula, charge and spin), the calculation gives 216.3 kcal per mole. Its total energy is -224.6525 a.u.